C38H56BrMgNO2P2 | the ωB97M-V functional and the def2-TZVPD basis

XYZ file:
```
101
Properties=species:S:1:pos:R:3:forces:R:3
Mg 0.23641 -0.19213 -0.09195 -0.1 0.1 -0.3
C 0.01225 -3.41602 -1.49864 -0.1 0.0 -0.1
C -0.91929 -2.95899 -2.62787 0.0 -0.1 0.0
C -1.99132 -4.03228 -2.87844 0.0 0.0 0.0
P -1.49691 -1.26595 -2.13620 0.1 0.2 0.0
C -2.46393 -0.59185 -3.56327 -0.1 0.0 -0.1
C -3.92754 -1.03285 -3.60273 0.0 0.1 -0.1
C -2.39976 0.93628 -3.50411 0.0 -0.1 0.1
C -2.46099 -1.36866 -0.66481 -0.1 0.0 0.3
C -3.32069 -2.38820 -0.21953 0.0 0.0 -0.2
C -3.49123 -2.93807 1.02391 0.0 0.0 0.1
C -4.52756 -4.03045 1.18949 0.0 0.0 0.0
C -2.81883 -2.57612 2.26023 0.0 0.0 0.0
C -2.00178 -1.56535 2.60496 0.0 0.1 -0.1
C -1.61339 -0.46833 1.67628 -0.1 0.2 0.1
N -0.30078 0.13552 1.83685 0.0 0.0 0.4
C 0.46566 -0.18167 2.98608 -0.1 0.1 0.1
C 1.32212 -1.29178 2.98198 0.0 0.0 0.0
C 1.29169 -2.24155 1.81796 0.1 0.0 0.0
C 2.16721 -1.52829 4.06065 0.0 0.0 0.0
C 2.17608 -0.69585 5.17082 0.1 0.0 0.1
C 3.11570 -0.95341 6.31973 0.0 0.0 0.0
C 1.30120 0.38316 5.18568 0.0 0.0 0.0
C 0.44921 0.65161 4.12122 0.0 -0.2 -0.2
C -0.49550 1.81613 4.16549 0.0 0.0 0.0
H 0.40930 -4.41454 -1.69483 0.0 0.0 0.0
H -0.54783 -3.45085 -0.55890 0.0 0.0 0.0
H 0.86344 -2.73644 -1.37434 0.0 0.0 0.0
H -0.32629 -2.81607 -3.53868 0.0 0.0 0.0
H -2.13903 -4.63379 -1.98052 0.0 0.0 0.0
H -1.69119 -4.70192 -3.68694 0.0 0.0 0.1
H -2.96135 -3.62194 -3.14218 0.0 0.1 -0.1
H -1.94670 -0.93622 -4.46688 0.0 0.0 0.0
H -4.38567 -0.87403 -2.62622 0.0 0.0 0.1
H -4.05041 -2.07746 -3.88124 0.0 0.0 0.0
H -4.47756 -0.43212 -4.33197 0.0 0.0 0.0
H -2.84915 1.28039 -2.57031 0.0 0.0 0.0
H -2.95771 1.37347 -4.33502 0.0 0.0 0.0
H -1.37683 1.31680 -3.53015 0.0 0.0 0.0
H -3.96465 -2.78044 -1.00411 0.0 0.0 0.0
H -4.95831 -4.31395 0.22795 0.0 0.0 0.0
H -5.35246 -3.72214 1.84029 0.0 0.0 0.0
H -4.09417 -4.93166 1.63478 0.0 0.0 0.0
H -3.05351 -3.25791 3.07625 0.0 0.0 0.0
H -1.65716 -1.47885 3.62686 0.0 0.0 0.0
H 1.74369 -1.79429 0.91909 0.0 0.0 0.0
H 0.27257 -2.54778 1.58062 0.0 0.0 0.0
H 1.89215 -3.13047 2.01661 0.0 0.0 0.0
H 2.81832 -2.39752 4.04450 0.0 0.0 0.0
H 3.25014 -2.02257 6.48760 0.0 0.0 0.0
H 2.73955 -0.51056 7.24207 0.0 0.0 0.0
H 4.10209 -0.52495 6.12641 0.0 0.0 0.0
H 1.27690 1.03204 6.05597 0.0 0.0 0.0
H -0.36687 2.39331 5.08161 0.0 0.0 0.0
H -1.53439 1.48722 4.11154 0.0 0.0 0.0
H -0.33233 2.47275 3.30951 0.0 0.1 0.0
Br -5.42212 3.39863 -1.99782 0.0 0.0 0.0
C -3.84343 3.05673 -1.00975 0.0 0.0 0.0
C -2.72057 3.84103 -1.23716 0.0 0.0 0.0
C -1.56096 3.55263 -0.54041 0.0 0.0 0.0
C -1.52098 2.49443 0.36202 0.1 0.1 0.0
C -2.65120 1.71896 0.58119 -0.1 -0.2 -0.1
C -3.82658 2.01050 -0.11038 0.0 -0.1 0.0
C -2.73470 0.60583 1.60430 0.0 0.2 0.1
O -3.68968 0.60182 2.34089 0.1 -0.1 0.0
O -1.46726 -0.97084 0.31368 0.2 -0.5 -0.1
H -2.75891 4.65881 -1.94335 0.0 0.0 0.0
H -0.68414 4.17316 -0.68956 0.0 0.0 0.0
H -0.64525 2.29605 0.96276 0.0 0.0 0.0
H -4.70882 1.41010 0.06263 0.0 0.0 0.0
C 4.03136 -0.76049 -0.30743 0.0 0.0 0.0
C 3.92557 0.44549 -1.24462 0.0 -0.1 0.0
C 5.11260 1.38896 -1.05660 0.0 0.0 0.0
P 2.23318 1.19924 -1.13429 0.0 0.0 0.1
C 1.88018 1.81767 -2.84071 0.0 0.0 0.0
C 3.00467 2.59903 -3.52076 0.0 0.0 0.0
C 1.48608 0.63951 -3.73863 0.0 0.0 0.1
C 2.22344 2.64813 0.02363 0.1 0.0 0.0
C 2.63383 2.19779 1.42863 0.0 -0.1 0.0
C 2.92247 3.94384 -0.37709 0.0 0.0 0.0
H 5.01784 -1.22116 -0.38696 0.0 0.0 0.0
H 3.29176 -1.52225 -0.55832 0.0 0.0 0.0
H 3.88286 -0.47178 0.73528 0.0 0.0 0.0
H 3.95859 0.06825 -2.27346 0.0 0.0 0.0
H 5.17547 1.76060 -0.03372 0.0 0.0 0.0
H 5.07774 2.24435 -1.72866 0.0 0.0 0.0
H 6.03518 0.84165 -1.25961 0.0 0.0 0.0
H 1.00353 2.46667 -2.70688 0.0 0.0 0.0
H 3.85850 1.94922 -3.72041 0.0 0.0 0.0
H 3.35415 3.45094 -2.94412 0.0 0.0 0.0
H 2.64997 2.96882 -4.48453 0.0 0.0 0.0
H 2.33282 -0.03856 -3.87922 0.0 0.0 0.0
H 1.19235 1.00171 -4.72517 0.0 0.0 0.0
H 0.66142 0.06667 -3.31610 0.0 0.0 0.0
H 1.15315 2.86526 0.05932 -0.1 0.0 0.0
H 3.70893 2.02439 1.49584 0.0 0.0 0.0
H 2.11882 1.28894 1.75048 0.0 0.0 0.0
H 2.38127 2.97238 2.15469 0.0 0.0 0.0
H 4.00008 3.82290 -0.49388 -0.1 0.0 0.0
H 2.75803 4.68303 0.40984 0.0 0.0 0.0
H 2.51619 4.35854 -1.29876 0.0 0.0 0.0
```
Forces are in eV/Å.

The electronic energy is -139964.348 eV. The calculation puts the relative energy (zero: lowest compared OMol25 entry of this formula, charge and spin) at 5.384 eV.

Mulliken atomic charge list, values in e, 99 entries:
1 Mg 2.16
2 C -1.15
3 C 0.66
4 C -1.48
5 P -0.42
6 C 0.53
7 C -1.51
8 C -1.14
9 C -0.14
10 C -0.58
11 C 1.10
12 C -2.13
13 C -0.83
14 C -1.41
15 C 1.75
16 N 0.00
17 C -1.18
18 C 0.95
19 C -0.46
20 C -1.11
21 C 0.62
22 C -1.63
23 C -1.14
24 C 1.20
25 C -1.21
26 H 0.55
27 H 0.12
28 H 0.01
29 H 0.65
30 H 0.42
31 H 0.40
32 H 0.21
33 H 0.60
34 H 0.20
35 H 0.31
36 H 0.49
37 H 0.08
38 H 0.61
39 H -0.10
40 H 0.20
41 H 0.40
42 H 0.32
43 H 0.38
44 H 0.30
45 H 0.55
46 H -0.39
47 H -0.30
48 H 0.66
49 H 0.40
50 H 0.39
51 H 0.40
52 H 0.27
53 H 0.39
54 H 0.48
55 H 0.21
56 H 0.08
57 Br -0.16
58 C -0.65
59 C -0.36
60 C -1.23
61 C 1.31
62 C 0.51
63 C -0.25
64 C -0.37
65 O -0.63
66 O -0.25
67 H 0.43
68 H 0.49
69 H -0.04
70 H 0.58
71 C -1.34
72 C 0.71
73 C -1.70
74 P 0.29
75 C 0.76
76 C -1.71
77 C -1.70
78 C 2.17
79 C -1.50
80 C -1.83
81 H 0.57
82 H 0.12
83 H 0.23
84 H 0.55
85 H 0.32
86 H 0.29
87 H 0.47
88 H 0.26
89 H 0.31
90 H 0.37
91 H 0.47
92 H 0.37
93 H 0.50
94 H 0.21
95 H -1.27
96 H 0.26
97 H 0.10
98 H 0.50
99 H 0.24

***

C38H57ClO7P4Se2Si2Te3Tl | the ωB97M-V functional and the def2-TZVPD basis

XYZ file:
```
115
Properties=species:S:1:pos:R:3:forces:R:3
Tl -0.92187 0.92177 0.17582 -0.4 0.5 0.2
Se -3.47538 1.50440 -0.45079 0.3 -0.3 -0.3
Te -4.25281 2.59325 1.62179 0.0 0.1 0.3
Te -3.86938 0.40059 3.15269 0.0 0.1 -0.1
Se -1.37429 0.30539 2.81259 0.1 0.0 -0.3
C -2.61360 -2.84715 -3.40702 0.0 0.0 0.0
C -2.61444 -1.62501 -4.33102 0.0 0.0 0.1
P -2.48598 0.02248 -3.46764 0.0 0.0 0.0
C -1.61653 1.01911 -4.73736 -0.1 0.0 0.0
C -1.82187 0.86893 -6.10971 0.0 0.0 0.0
C -1.13828 1.66307 -7.01513 0.0 0.0 0.0
C -0.24273 2.62493 -6.55941 0.0 0.0 0.0
C -0.04049 2.78906 -5.19886 0.0 0.0 0.0
C -0.72773 1.99150 -4.29036 0.0 0.0 0.0
C -4.19830 0.64832 -3.67635 0.0 -0.1 0.0
C -5.27979 -0.18440 -3.39469 0.0 0.0 0.0
C -6.57685 0.30462 -3.41702 0.0 0.0 0.0
C -6.81154 1.63955 -3.71398 0.0 0.0 0.0
C -5.74053 2.47877 -3.98534 0.0 0.0 0.0
C -4.44401 1.98818 -3.96398 0.0 0.0 0.0
C -1.28057 -3.13265 -2.70288 0.1 0.1 0.0
P -1.06249 -2.30062 -1.05591 -0.2 -0.1 0.3
C 0.38544 -3.23509 -0.41922 0.0 0.0 0.0
C 1.51235 -3.43997 -1.21548 0.0 0.1 0.0
C 2.64177 -4.06346 -0.70377 0.0 0.0 0.0
C 2.66155 -4.49853 0.61352 0.0 0.0 0.0
C 1.55099 -4.28865 1.41801 0.0 0.0 0.0
C 0.42951 -3.65055 0.91129 0.0 0.0 0.1
C -2.42731 -3.11763 -0.13998 0.0 0.0 0.0
C -3.40705 -2.32048 0.44074 0.0 0.0 0.0
C -4.47363 -2.89687 1.12347 0.0 0.0 0.0
C -4.56416 -4.27386 1.23087 0.0 0.0 0.0
C -3.58712 -5.08163 0.65548 0.0 0.0 0.0
C -2.52768 -4.50618 -0.02334 0.0 0.0 0.0
H -2.84643 -3.71936 -4.02512 0.0 0.0 0.0
H -3.42056 -2.77774 -2.67092 0.0 0.0 0.0
H -3.52307 -1.62791 -4.93759 0.0 0.0 0.0
H -1.76628 -1.70028 -5.01673 0.0 0.0 0.0
H -2.52886 0.13211 -6.47378 0.0 0.0 0.0
H -1.30524 1.53721 -8.07797 0.0 0.0 0.0
H 0.29384 3.24360 -7.26781 0.0 0.0 0.0
H 0.66216 3.52976 -4.83683 0.0 0.0 0.0
H -0.58362 2.13804 -3.22706 0.1 0.0 0.1
H -5.11206 -1.22231 -3.12888 0.0 0.0 0.0
H -7.40353 -0.35521 -3.18561 0.0 0.0 0.0
H -7.82243 2.02655 -3.72007 0.0 0.0 0.0
H -5.91120 3.52611 -4.19981 0.0 0.0 0.0
H -3.61588 2.66082 -4.15268 0.0 0.0 0.0
H -0.45639 -2.82239 -3.35249 0.0 0.0 0.0
H -1.16566 -4.20562 -2.53225 0.0 0.0 0.0
H 1.52510 -3.09448 -2.24238 0.0 0.0 0.0
H 3.50872 -4.20520 -1.33690 0.0 0.0 0.0
H 3.54038 -4.98916 1.01248 0.0 0.0 0.0
H 1.56157 -4.61093 2.45156 0.0 0.0 0.0
H -0.42264 -3.47141 1.55780 0.0 0.0 0.0
H -3.34908 -1.23923 0.37136 0.0 0.0 0.0
H -5.21439 -2.25471 1.58145 0.0 0.0 0.0
H -5.38840 -4.72368 1.77049 0.0 0.0 0.0
H -3.65173 -6.15925 0.74254 0.0 0.0 0.0
H -1.76044 -5.14092 -0.45319 0.0 0.0 0.0
C 1.89026 5.15045 -0.27883 0.0 -0.1 0.0
C 0.56131 5.11215 0.44799 0.0 -0.1 0.0
O 0.33760 6.37080 1.10485 0.0 0.1 -0.1
P 0.53934 3.87013 1.78935 0.0 -0.1 0.0
O 1.54332 4.43760 2.89637 0.0 0.0 0.0
O -0.88544 4.05157 2.44299 0.1 0.0 0.1
O 0.92236 2.49361 1.41331 0.0 0.0 0.0
P -0.89030 4.68038 -0.61266 0.1 0.0 -0.1
O -0.75125 5.60141 -1.93710 0.0 0.0 0.0
O -2.03694 5.17875 0.21234 0.0 0.0 0.0
O -0.73023 3.24957 -1.01999 0.0 0.1 0.0
H 2.70607 5.35540 0.41711 0.0 0.0 0.0
H 1.86276 5.94164 -1.02879 0.0 0.0 0.0
H 2.07724 4.19218 -0.76458 0.0 0.0 0.0
H -0.62258 6.51571 1.06114 0.0 0.0 0.1
H 1.30106 5.34752 3.11799 0.0 0.0 0.0
H -1.57366 4.34876 1.79731 0.0 0.0 -0.1
H -0.40998 5.05670 -2.65571 0.0 0.0 0.0
C 0.23620 -1.18839 6.13385 0.0 0.0 0.0
Si 2.04151 -0.84196 5.81002 0.0 0.0 0.0
C 2.36852 0.99787 5.85057 0.0 0.0 0.0
C 3.06691 -1.66505 7.15893 0.0 0.0 0.0
C 2.54595 -1.59984 4.16924 0.0 0.0 0.0
Te 1.94630 -0.43118 2.46216 0.2 -0.1 0.0
C 3.75415 0.71195 2.37502 0.0 0.0 0.0
Si 5.17207 -0.18043 1.54738 0.0 0.0 0.0
C 5.64302 -1.74503 2.47260 0.0 0.0 0.0
C 6.65692 0.97365 1.53291 0.0 0.0 0.0
C 4.75754 -0.67728 -0.20291 0.0 0.0 0.0
H -0.07966 -0.73706 7.07719 0.0 0.0 0.0
H 0.04674 -2.26290 6.19226 0.0 0.0 0.0
H -0.39056 -0.77699 5.33904 0.0 0.0 0.0
H 1.98554 1.43113 6.77740 0.0 0.0 0.0
H 1.87372 1.49860 5.01539 0.0 0.0 0.0
H 3.43721 1.21895 5.79552 0.0 0.0 0.0
H 2.84551 -1.23617 8.13912 0.0 0.0 0.0
H 4.13631 -1.54077 6.97349 0.0 0.0 0.0
H 2.85936 -2.73654 7.20926 0.0 0.0 0.0
H 2.09368 -2.58636 4.04731 0.0 0.0 0.0
H 3.62552 -1.73017 4.09673 0.0 0.0 0.0
H 3.99184 1.03637 3.38998 0.0 0.0 0.0
H 3.46370 1.60233 1.81004 0.0 0.0 0.0
H 5.92406 -1.55333 3.51065 0.0 0.0 0.0
H 6.49211 -2.22450 1.97899 0.0 0.0 0.0
H 4.80954 -2.45162 2.46481 0.0 0.0 0.0
H 6.97638 1.21832 2.54852 0.0 0.0 0.0
H 6.40721 1.91014 1.02928 0.0 0.0 0.0
H 7.50631 0.52748 1.01044 0.0 0.0 0.0
H 3.95765 -1.42184 -0.21092 0.0 0.0 0.0
H 5.63703 -1.11917 -0.67945 0.0 0.0 0.0
H 4.43090 0.17053 -0.80487 0.0 0.1 0.0
Cl 1.97364 1.65355 -1.55084 0.0 0.0 0.0
C 0.80582 0.39818 -1.10298 -0.1 -0.2 0.1
H 1.34981 -0.38439 -0.57920 0.0 0.0 -0.1
H 0.36148 0.01199 -2.01664 0.0 0.0 0.0
```
Forces are in eV/Å.

The electronic energy is -277374.929 eV. The total charge is -1.

Mulliken atomic charge list, values in e, 99 entries:
1 Tl 1.75
2 Se 0.00
3 Te -0.24
4 Te -0.44
5 Se 0.04
6 C -0.68
7 C -1.80
8 P 1.92
9 C -0.40
10 C -0.26
11 C -0.75
12 C -0.60
13 C -0.82
14 C 0.30
15 C -0.02
16 C -0.33
17 C -0.74
18 C -0.51
19 C -0.68
20 C -0.40
21 C -1.25
22 P 1.24
23 C 0.29
24 C -0.48
25 C -0.82
26 C -0.42
27 C -0.65
28 C -0.60
29 C -0.02
30 C 0.73
31 C -0.69
32 C -0.50
33 C -0.80
34 C -0.40
35 H 0.45
36 H 0.13
37 H 0.67
38 H 0.59
39 H 0.35
40 H 0.40
41 H 0.36
42 H 0.45
43 H 0.32
44 H 0.16
45 H 0.40
46 H 0.36
47 H 0.39
48 H 0.32
49 H 0.52
50 H 0.57
51 H 0.23
52 H 0.43
53 H 0.40
54 H 0.35
55 H 0.42
56 H -0.06
57 H 0.46
58 H 0.37
59 H 0.39
60 H 0.36
61 C -1.60
62 C 1.10
63 O -0.67
64 P 0.10
65 O -0.53
66 O -0.65
67 O 0.13
68 P 0.32
69 O -0.62
70 O -0.90
71 O 0.24
72 H 0.40
73 H 0.39
74 H 0.04
75 H 0.48
76 H 0.39
77 H 0.45
78 H 0.32
79 C -0.81
80 Si 0.37
81 C -0.82
82 C -1.12
83 C 0.02
84 Te -0.90
85 C -0.39
86 Si 0.23
87 C -1.00
88 C -1.07
89 C -0.40
90 H 0.31
91 H 0.27
92 H 0.04
93 H 0.40
94 H 0.10
95 H 0.28
96 H 0.30
97 H 0.29
98 H 0.30
99 H 0.11

***

Quick rundown of orbital gap, same order as above: 5.696 6.573 eV